*A*
DFT (ωB97M-V/def2-TZVPD) results for a cluster of 14 separate species, C28H84O14 in total.

Its highest occupied orbital energy is -9.667 eV. Its orbital gap is 0.365 Eh. As for the LUMO energy: 0.28 eV.

Each line ends with the Mulliken charge.
Cartesian coordinates (Å):
H1 -3.4165 -5.3670 -2.6430  0.380
H2 -1.1113 2.0744 3.7254  0.350
H3 -4.2345 -1.1888 0.5847  0.296
H4 6.1822 0.3624 0.4562  0.457
H5 -2.7166 2.4266 -3.3828  -0.074
H6 -5.8476 -0.9403 -1.0308  0.350
H7 1.4287 -1.0072 0.7512  0.141
O1 -4.8415 4.9513 1.1732  -0.558
H8 2.0007 -5.6595 -0.8769  0.433
H9 -2.7717 -1.1744 -1.1750  -0.809
C1 1.2683 5.8315 -0.0114  -0.880
H10 3.9670 -2.9518 2.8409  0.487
H11 4.4261 -0.5948 5.3986  0.349
H12 2.9331 3.9136 3.1117  0.248
H13 6.5694 1.3504 -1.7684  0.327
H14 -3.2641 4.1663 -3.3030  0.314
C2 -4.3387 -0.2901 -0.0233  -0.131
H15 -2.9190 -6.0818 -1.0974  0.312
C3 0.9289 -0.5114 -0.0809  0.341
H16 3.0337 -6.1711 1.2814  0.282
H17 -3.3753 4.9374 2.6282  0.288
H18 4.5378 -0.2002 0.5060  -0.017
H19 -2.1222 5.7693 -4.7330  0.309
C4 5.3477 0.0590 -0.1760  -0.807
H20 -3.3856 -3.9688 -0.1848  0.252
H21 -3.4869 0.4683 3.3478  0.488
C5 2.2233 4.4635 3.7296  -1.174
H22 -2.5610 0.6149 -1.0480  0.145
H23 -1.1697 3.2031 -5.2746  0.222
C6 -2.7542 3.9353 0.6580  -0.359
H24 0.3263 6.1565 -0.4530  0.371
H25 2.3271 -4.4419 2.4415  0.237
H26 4.0789 -5.0579 0.3365  0.388
C7 4.3874 -0.2301 4.3722  -1.278
H27 1.0232 5.3492 0.9349  0.190
H28 -2.3315 -0.1848 -3.9040  -0.129
C8 4.8429 1.1668 -0.9855  -0.091
H29 2.9824 -3.0176 -2.6480  0.116
O2 -0.2574 -1.1134 -0.3662  -0.308
O3 5.7035 1.1498 -2.1313  -0.570
H30 3.3430 -0.7991 2.5292  -0.429
O4 -2.0627 1.9463 3.7314  -0.591
H31 -5.5855 4.3447 1.1706  0.333
H32 0.3800 1.4463 -0.5908  0.347
H33 -0.5047 0.1666 3.8024  0.255
H34 1.4113 1.4846 0.8088  0.499
O5 -1.9988 5.1091 -5.4189  -0.534
H35 2.5590 -1.4937 3.9019  0.262
H36 2.5439 7.4118 -0.7820  0.348
H37 -1.0959 -2.7776 -0.6771  0.370
H38 1.8888 -2.1787 -5.5819  0.262
H39 3.2300 6.7102 0.5996  0.318
H40 -1.2903 -4.6906 1.2817  0.277
H41 0.1194 -1.5385 -3.8496  0.263
H42 0.5089 3.0430 5.2043  0.234
H43 -0.2929 1.0090 0.9468  -0.042
H44 2.2252 5.4917 3.3678  0.353
C9 3.1477 -5.1586 0.8940  -0.508
H45 -1.2528 -1.0247 2.8168  0.154
H46 -2.8759 -2.2876 -5.4827  0.410
C10 -2.6945 -5.3054 -1.8288  -1.379
C11 -1.5870 -0.7590 -4.4554  0.162
H47 -4.0404 3.3976 2.2400  0.144
H48 3.2768 -0.6488 -4.5375  0.384
O6 4.3686 -2.3492 3.4711  -0.541
H49 -2.4737 -6.6370 1.2588  0.112
H50 1.0877 -5.2159 0.5399  0.120
H51 -0.8116 4.3296 -3.9398  0.241
H52 -3.0627 -3.0711 -1.5677  0.095
H53 2.5823 4.5530 4.7549  0.386
C12 -2.4573 0.6994 3.0746  0.520
C13 0.8435 3.8705 3.5144  0.228
H54 -4.1581 0.5864 0.5991  -0.211
H55 -4.2687 -6.6242 2.9891  0.358
O7 -1.4098 -5.0054 2.1807  -0.506
H56 5.3444 0.1068 3.9737  0.320
C14 2.2626 6.9917 0.1836  -0.405
H57 3.8834 -3.1901 -4.1492  0.343
H58 -3.6198 3.1673 -4.6644  0.303
H59 0.7016 8.1038 0.6901  0.302
H60 1.9453 -3.9169 -0.3880  -0.170
O8 1.6481 -1.8990 -4.6957  -0.514
H61 5.7854 -0.7839 -0.7107  0.315
H62 1.8030 5.1285 -0.6502  0.306
C15 -1.5889 3.9548 -4.6057  -0.274
C16 -3.2713 -0.2062 -1.1446  0.416
H63 -1.2471 -2.6659 -5.4390  0.326
C17 -2.2632 -6.1196 2.1948  -0.062
C18 -1.4629 -0.3205 3.6218  -0.932
H64 3.7711 1.0052 -1.1005  0.125
C19 3.5661 -2.4741 -3.3910  -0.802
H65 -2.2535 -2.8564 -3.9818  0.033
O9 -5.6433 -0.1095 -0.5953  -0.609
H66 -2.5174 0.8998 2.0049  -0.522
C20 -2.8510 3.3667 -3.9179  -0.485
H67 -1.0308 -0.2056 -5.2121  0.184
O10 0.5923 2.6984 4.3122  -0.500
H68 1.6681 -0.5444 -0.8813  -0.310
C21 -3.7525 4.3487 1.7920  -0.288
O11 -0.6775 -1.1907 -3.4427  -0.418
O12 -1.4152 -3.6668 -0.5067  0.078
C22 -2.0148 -2.2017 -4.8200  -0.859
O13 3.0705 -4.2018 1.8836  -0.532
C23 3.5412 -1.2260 3.5123  0.701
H69 -1.7532 -6.9675 2.6520  0.378
H70 -1.7197 -5.5067 -2.2730  0.302
H71 3.8259 0.6885 4.5426  0.280
H72 0.7347 3.5180 2.4887  -0.156
H73 -0.4236 -0.9440 -1.2964  -0.172
H74 4.3768 -2.0757 -2.7810  0.236
H75 -1.9489 -0.7281 4.5083  0.338
H76 -3.3169 3.4283 -0.1258  0.156
H77 2.4184 -0.7030 -3.1808  -0.167
O14 1.6325 8.0252 0.9112  -0.529
H78 -2.0231 3.2011 0.9966  -0.030
H79 5.1051 2.0266 -0.3690  0.275
H80 -3.2920 -5.4818 3.8250  0.286
C24 1.9668 -4.9524 -0.0481  -0.403
C25 0.6063 0.9211 0.3371  -0.990
H81 -3.7255 -0.0632 -2.1252  0.399
C26 -3.5309 -5.8391 2.8233  -1.091
H82 -3.9445 -4.9171 2.4147  0.217
C27 2.7290 -1.3958 -3.9630  0.183
H83 -2.3246 4.8182 0.1846  0.313
H84 0.1334 4.6771 3.6965  0.307
C28 -2.7061 -3.9539 -1.0369  0.220

*B*
DFT (ωB97M-V/def2-TZVPD) results for a cluster of 14 separate species, C28H84O14 in total.

Its highest occupied orbital energy is -10.008 eV. Its orbital gap is 0.370 Eh. As for the LUMO energy: 0.05 eV.

Each line ends with the Mulliken charge.
Cartesian coordinates (Å):
C1 -0.1249 0.2136 -0.0589  -0.168
C2 2.6279 7.5930 2.7002  -0.179
H1 -8.4137 0.5924 3.5457  0.287
H2 8.2798 0.3892 -4.2252  0.292
H3 -1.9659 -9.2872 -2.2986  0.292
H4 -5.0371 3.6916 -1.9339  0.277
H5 -4.2746 1.5392 4.9434  0.234
H6 8.6140 3.9241 1.4418  0.273
H7 -2.1756 -5.6231 6.1091  0.334
C3 3.6492 1.2788 5.6881  -0.101
H8 0.0632 -1.7631 0.9501  0.296
H9 -1.6170 -1.0682 0.7471  0.338
H10 -5.1901 2.5197 7.2363  0.271
H11 2.3554 -0.4582 5.3124  0.283
C4 1.9140 5.2470 -3.6979  -0.140
H12 8.2813 1.5908 0.5812  0.296
H13 -2.5024 -2.4338 -6.7306  0.295
H14 -3.0825 -6.8991 4.2131  0.271
C5 7.7412 1.0795 -4.8745  -0.961
H15 6.7580 2.0139 1.2162  0.353
H16 -0.7452 -1.7540 -0.6160  0.251
H17 2.9412 2.0403 5.3610  0.217
H18 8.5714 3.1171 -4.4024  0.296
H19 7.9131 2.9662 -5.9574  0.230
H20 0.3441 -8.3438 -1.7463  0.338
H21 4.6637 1.6483 5.5384  0.249
H22 3.1109 4.8050 -5.4296  0.278
H23 10.3086 2.8267 -5.7875  0.284
O1 3.5284 1.0018 7.0611  -0.518
H24 1.3630 -1.4497 -5.9085  0.328
H25 -7.4307 -1.2395 3.8267  0.266
C6 -5.5181 5.0250 -0.3594  -0.174
C7 -0.7118 -2.1805 -6.0701  -0.153
H26 2.6423 8.6774 2.8097  0.287
H27 7.3575 0.5462 -5.7442  0.286
C8 -0.6246 -1.2029 0.3167  -1.015
O2 2.7281 4.6913 -2.7405  -0.500
C9 1.2291 7.1590 2.4261  -1.013
C10 6.1749 -5.6579 -1.5753  -1.008
H28 2.0822 6.3131 -3.8502  0.272
H29 -6.8141 -4.3574 -3.3826  0.258
H30 -3.6768 -8.3406 -1.6685  0.310
H31 0.5215 7.6433 3.0990  0.327
C11 -3.8190 2.3555 5.5039  -0.930
H32 -8.2961 -3.3433 2.7013  0.319
H33 10.3097 3.4251 2.6216  0.299
H34 5.3748 -6.3979 -1.5944  0.274
H35 -6.7925 -3.3484 -2.0527  0.324
H36 1.0641 -2.5649 -7.2692  0.281
C12 -2.7353 -5.8816 4.0332  -0.176
O3 3.4436 7.2570 1.6626  -0.496
H37 -2.9624 1.9787 6.0627  0.338
C13 3.3516 -0.1035 5.0479  -1.033
H38 -0.5336 -3.0912 -5.4983  0.228
C14 0.6437 -1.7598 -6.6665  -1.049
O4 9.7291 2.0615 -5.7697  -0.521
H39 -1.7232 -5.9569 3.6355  0.286
H40 -5.3098 -3.3412 -2.8961  0.284
O5 1.2202 0.1158 -0.5683  -0.525
H41 -3.7762 -4.9849 5.5322  0.267
H42 -7.3950 -2.6720 -5.8430  0.302
H43 3.4114 -0.0245 3.9624  0.322
O6 -1.6284 -2.4975 -7.1224  -0.515
H44 -0.5546 -8.4933 -0.2188  0.295
H45 4.0307 1.6258 7.5902  0.291
H46 -5.0708 6.8528 -0.3275  0.311
H47 -6.2478 3.0975 -0.7698  0.318
H48 7.7510 1.0714 2.1688  0.288
H49 0.4707 -0.9526 -7.3783  0.290
C15 -5.9082 3.9636 -1.3379  -1.019
O7 4.6480 -3.8398 -1.8570  -0.510
H50 -3.4836 3.0281 4.7145  0.251
H51 -4.5645 3.9936 6.9129  0.278
H52 -8.0868 -2.6043 -3.8960  0.266
C16 2.1491 4.5398 -4.9906  -1.071
C17 -0.5541 -8.0387 -1.2094  -1.070
C18 -2.7147 -5.1048 5.3161  -1.048
H53 -2.2990 -4.1015 5.2224  0.281
H54 6.4817 -3.5426 -0.9734  0.275
H55 -6.8617 -1.3573 -3.7176  0.249
C19 -4.8655 3.0972 6.3707  -0.210
H56 -0.7744 0.6903 -0.7931  0.276
H57 -0.1526 0.8004 0.8593  0.262
O8 -5.8783 3.4403 5.4531  -0.515
H58 -7.3770 -0.9419 2.0568  0.244
O9 -8.9158 -0.0806 3.0804  -0.528
C20 8.4814 3.0897 2.1305  -0.075
H59 4.1760 -3.1482 -1.3873  0.291
H60 3.9861 8.0248 1.4685  0.323
H61 -9.4731 -2.3816 1.8057  0.271
H62 1.4151 4.8658 -5.7275  0.336
C21 -1.8445 -8.2611 -1.9517  -0.153
C22 7.8068 1.9314 1.5015  -1.129
H63 -0.3903 -6.9816 -1.0002  0.265
H64 1.1292 6.0753 2.4879  0.251
C23 -8.0109 -1.2016 2.9047  -0.136
H65 2.1202 3.4527 -4.9171  0.286
H66 -1.0479 -1.4158 -5.3697  0.295
C24 -8.9075 -2.4416 2.7356  -1.019
H67 -6.7267 4.2971 -1.9758  0.290
O10 -2.9505 -7.9523 -1.1753  -0.511
C25 -6.3850 -3.4082 -3.0619  -0.962
O11 -6.6094 -2.6619 -5.2914  -0.495
H68 -6.4128 5.3892 0.1456  0.273
C26 5.7045 -4.3019 -1.0602  -0.196
O12 -5.1095 6.2006 -1.0309  -0.536
O13 -3.6095 -5.2654 3.1049  -0.508
C27 -7.0210 -2.3991 -3.9960  -0.225
H69 0.8737 5.1564 -3.3854  0.247
H70 -6.5559 4.0377 5.7779  0.283
H71 2.8965 7.2114 3.6853  0.216
H72 -3.5243 -5.8145 2.3220  0.291
H73 -4.7327 4.7111 0.3281  0.260
H74 6.8903 1.4344 -4.2930  0.294
H75 7.9387 3.4405 3.0083  0.211
H76 5.3574 -4.4109 -0.0327  0.267
H77 6.5464 -5.4845 -2.5853  0.265
H78 -9.5775 -2.5151 3.5921  0.297
H79 2.8548 5.3492 -2.0529  0.290
H80 -1.8114 -7.6417 -2.8480  0.236
C28 8.4556 2.3911 -5.2071  -0.199
H81 7.0256 -6.0173 -0.9963  0.341
H82 4.0771 -0.8592 5.3487  0.291
O14 9.7688 2.6351 2.5512  -0.516
H83 1.5536 0.9914 -0.7776  0.284
H84 0.9853 7.4348 1.4001  0.285

Out of the structures above, which one is the most stable? Solution: *B*.